Entry 1:
The following is a quantum chemistry calculation of a 10-piece molecular cluster, C24H74N6O10 overall in a non-equilibrium geometry, from OMol25.

Calculated values
- Highest occupied orbital energy: -8.43 eV
- Lowest unoccupied orbital energy: 0.596 eV
- ΔE to the lowest compared entry with this formula, charge and spin: 9.8 kcal/mol
- Gap between HOMO and LUMO: 9.03 eV

CARTESIAN COORDINATES (ANGSTROEM)
C -2.0848 0.6619 2.5370
O -2.7528 -0.5542 2.3623
C -3.7803 -0.7512 3.2914
C -3.3666 -1.4765 4.5685
C -2.6591 -2.7742 4.1950
N -4.5348 -1.6109 5.3615
H -1.4588 0.7591 3.4284
H -2.8446 1.4294 2.6407
H -1.4609 0.7261 1.6601
H -4.2139 0.2194 3.5345
H -4.5748 -1.3639 2.8051
H -2.6871 -0.8150 5.1318
H -2.3384 -3.2000 5.1566
H -1.7919 -2.6064 3.5546
H -3.2940 -3.5290 3.7186
H -4.3073 -1.7067 6.3397
H -5.1372 -2.3499 5.0245
C 4.8503 -0.4229 1.1395
O 3.9127 0.3505 1.8782
C 3.1778 1.2370 1.0542
C 4.0019 2.3221 0.4506
C 4.8014 3.1055 1.5491
N 3.0379 3.1636 -0.2923
H 5.2896 -1.1406 1.8135
H 5.6252 0.2289 0.7054
H 4.3656 -0.8509 0.2489
H 2.6995 0.7202 0.2058
H 2.3248 1.6327 1.6274
H 4.7177 1.9022 -0.2714
H 5.5087 2.4089 1.9748
H 4.1250 3.3865 2.3517
H 5.1949 4.0428 1.1722
H 2.5032 3.5986 0.4587
H 3.5265 3.9769 -0.6340
C -1.7822 -5.2898 -6.0781
O -1.5451 -4.0291 -5.5263
C -2.0627 -3.9241 -4.2074
C -1.6400 -2.5527 -3.6386
C -0.1371 -2.5428 -3.4865
N -2.3084 -2.4648 -2.3273
H -1.3759 -6.1254 -5.5023
H -1.1751 -5.3666 -6.9777
H -2.8242 -5.5050 -6.3419
H -3.1623 -4.0014 -4.2559
H -1.6502 -4.7108 -3.5359
H -2.0214 -1.7374 -4.2542
H 0.2032 -3.3716 -2.8684
H 0.1002 -1.5994 -2.9807
H 0.3189 -2.5768 -4.4846
H -1.6183 -2.7201 -1.6313
H -3.1753 -2.9950 -2.2660
C 1.3705 -4.2559 4.5671
O 1.6386 -4.7854 3.2871
C 2.0387 -3.8132 2.3639
C 0.9499 -2.8115 1.9016
C -0.2395 -3.5533 1.2549
N 1.6231 -1.9337 0.9481
H 1.4496 -5.0269 5.3275
H 0.4159 -3.7466 4.6927
H 2.1079 -3.4898 4.8333
H 2.8715 -3.2075 2.7497
H 2.3833 -4.3398 1.4759
H 0.5879 -2.3246 2.8202
H -0.2783 -4.5119 1.7335
H -0.0164 -3.7655 0.1980
H -1.1319 -2.9474 1.3546
H 2.3772 -1.4095 1.3804
H 0.9785 -1.3257 0.4569
C -0.6433 3.5061 0.3844
O -0.8693 4.7513 1.0389
C 0.3074 5.2782 1.5582
C 0.9551 4.5938 2.6938
C -0.0331 4.3471 3.8738
N 2.1133 5.3211 3.1670
H -1.6295 3.1251 0.0892
H -0.2450 2.7561 1.0817
H 0.0283 3.6706 -0.4717
H 1.0749 5.4435 0.7842
H 0.0096 6.2566 1.9314
H 1.3043 3.5959 2.4381
H 0.4409 3.8141 4.6974
H -0.9020 3.7995 3.4776
H -0.4139 5.2874 4.2964
H 1.9688 6.1801 3.6900
H 2.7581 5.6361 2.4645
C -3.1915 2.2227 -2.6414
O -2.2248 2.5026 -3.5548
C -1.4732 1.3171 -3.8956
C -0.4062 1.7017 -4.9077
C 0.3504 0.5019 -5.3169
N 0.4204 2.7696 -4.2305
H -3.6582 3.0823 -2.1533
H -2.8447 1.5297 -1.8691
H -3.9813 1.6178 -3.1080
H -1.0493 0.9035 -2.9652
H -2.2033 0.6231 -4.3593
H -0.8799 2.2362 -5.7380
H 0.9602 0.0346 -4.5595
H 0.9839 0.7863 -6.1615
H -0.3586 -0.2339 -5.7046
H 1.0378 3.1510 -4.9197
H -0.2286 3.4899 -3.9068
O -3.3734 -0.5249 -0.5625
H -3.4973 -0.9321 0.3228
H -2.9921 -1.1859 -1.1894
O -0.3748 0.3043 -0.3163
H -1.2772 0.2843 -0.6584
H 0.2079 0.6599 -1.0012
O 2.9426 -0.8714 -3.0222
H 2.6074 0.0336 -2.8104
H 3.8126 -0.7867 -3.4048
O 1.5421 1.4548 -2.0680
H 1.9758 1.9819 -1.4149
H 1.3025 2.0245 -2.8026

Cartesian forces (eV/Å) of the 3 atoms listed first:
C 0.089 0.126 -0.077
O -0.004 -0.936 0.110
C -0.777 -0.215 -0.091

Mulliken population analysis, charges in e, atoms 1 to 6:
1. C -0.53
2. O 0.00
3. C -1.09
4. C 0.41
5. C -0.82
6. N -0.60

=====

Entry 2:
The following is a quantum chemistry calculation of a 4-piece molecular cluster, C25H34F5NO11S3 overall in a non-equilibrium geometry, from OMol25.

Calculated values
- Highest occupied orbital energy: -10.00 eV
- Lowest unoccupied orbital energy: -1.633 eV
- Gap between HOMO and LUMO: 8.36 eV

CARTESIAN COORDINATES (ANGSTROEM)
O -0.0641 0.8318 -0.8905
C -0.2798 1.8346 -1.5035
C -1.6587 2.5098 -1.3374
C -2.1358 3.2358 -2.3522
C -3.4933 3.9436 -2.3896
C -4.7418 2.9588 -2.2958
C -4.4154 1.4801 -2.6654
C -5.6743 0.5962 -2.8364
O -6.4554 0.6952 -1.6316
C -1.2388 3.3579 -3.6066
O -1.7777 3.5474 -4.6441
C 0.2993 3.1855 -3.4865
C 1.1600 3.8604 -4.5684
F 2.3895 4.1831 -4.1820
F 1.1310 3.1201 -5.6833
F 0.5514 5.0356 -4.8829
C 0.7452 2.4448 -2.4779
N 2.1673 2.1826 -2.3074
C 2.5769 2.1791 -0.9456
O 2.9927 1.2656 -0.3763
F 2.4316 3.3327 -0.2692
C 2.6130 1.0181 -2.9984
O 3.7100 0.8588 -3.2912
F 1.7115 0.0826 -3.3612
H -2.2530 2.3734 -0.4215
H -3.5263 4.6456 -1.5289
H -3.6222 4.5115 -3.3303
H -5.1413 3.0485 -1.2660
H -5.5356 3.3245 -2.9844
H -3.7780 1.4732 -3.5731
H -3.8579 1.0512 -1.8016
H -5.3416 -0.4655 -2.9185
H -6.2838 0.8547 -3.7282
H -7.3751 0.4797 -1.8422
O 2.3003 -5.3871 -4.0781
S 2.0944 -4.7086 -2.8230
O 0.9380 -4.9599 -1.9994
C 3.5680 -4.8964 -1.8285
C 4.4437 -3.7129 -2.2243
C 3.5026 -2.5061 -2.3044
C 2.2620 -2.9429 -3.0909
H 4.0294 -5.8611 -2.0310
H 3.2717 -4.8339 -0.7807
H 5.2477 -3.5523 -1.5056
H 4.8961 -3.8935 -3.2030
H 3.2110 -2.2044 -1.2944
H 3.9841 -1.6495 -2.7748
H 1.3636 -2.4400 -2.7395
H 2.3869 -2.7755 -4.1603
O -3.5784 0.7936 2.9151
S -3.0268 -0.1253 1.9490
O -3.2834 -0.0010 0.5305
C -1.2761 -0.2112 2.1921
C -1.0918 -1.3221 3.2223
C -2.0540 -2.4434 2.7944
C -3.4096 -1.7935 2.4702
H -0.8997 0.7533 2.5289
H -0.8259 -0.4773 1.2347
H -0.0643 -1.6660 3.2605
H -1.3632 -0.9619 4.2105
H -1.6616 -2.9361 1.9006
H -2.1575 -3.2043 3.5687
H -3.9281 -2.3156 1.6682
H -4.0521 -1.7340 3.3479
O 0.3969 -1.2932 5.4277
S 1.2859 -0.1786 5.2116
O 0.8874 0.9880 4.4631
C 1.9362 0.3356 6.7943
C 3.1850 -0.5180 6.9844
C 3.8951 -0.5270 5.6262
C 2.8342 -0.8043 4.5557
H 1.1872 0.1819 7.5687
H 2.1900 1.3939 6.7211
H 3.8242 -0.1208 7.7729
H 2.9025 -1.5376 7.2598
H 4.3516 0.4498 5.4477
H 4.6913 -1.2709 5.5919
H 3.0597 -0.2941 3.6208
H 2.7160 -1.8727 4.3766

Cartesian forces (eV/Å) of the 3 atoms listed first:
O 1.071 -0.560 0.277
C -1.873 0.959 0.242
C 0.977 0.374 -0.572

Mulliken population analysis, charges in e, atoms 1 to 6:
1. O -0.48
2. C 0.17
3. C -0.19
4. C 0.50
5. C -1.07
6. C -0.52

=====

Entry 3:
The following is a quantum chemistry calculation of a single C2H5N molecule in a non-equilibrium geometry, from OMol25.

Calculated values
- Highest occupied orbital energy (alpha / beta): -5.28 / -10.45 eV
- Lowest unoccupied orbital energy (alpha / beta): 1.297 / -2.145 eV
- ΔE to the lowest compared entry with this formula, charge and spin: 13.2 kcal/mol
- Expectation value of S²: 2.0056
- Multiplicity: 3
- Gap between HOMO and LUMO (alpha / beta): 6.58 / 8.30 eV

CARTESIAN COORDINATES (ANGSTROEM)
C 0.5124 -0.2868 0.0549
C -0.7740 0.3493 0.3159
N 1.0384 0.1661 -1.0222
H 0.8501 -1.0612 0.7413
H -1.5177 -0.6314 0.6225
H -1.1154 1.0039 -0.5319
H -0.8366 0.7551 1.3148
H 1.8428 -0.2950 -1.4953

Cartesian forces (eV/Å) of the 3 atoms listed first:
C -2.494 -0.547 3.025
C -3.267 -3.323 1.162
N 5.372 -0.075 -2.840

Mulliken population analysis, charges in e, atoms 1 to 6:
1. C -0.14
2. C -0.70
3. N -0.41
4. H 0.39
5. H 0.14
6. H 0.23

=====

Entry 4:
The following is a quantum chemistry calculation of a 10-piece molecular cluster, C40H62F18O24 overall in a non-equilibrium geometry, from OMol25.

Calculated values
- Highest occupied orbital energy: -10.68 eV
- Lowest unoccupied orbital energy: 0.425 eV
- ΔE to the lowest compared entry with this formula, charge and spin: 27.8 kcal/mol
- Gap between HOMO and LUMO: 11.10 eV

CARTESIAN COORDINATES (ANGSTROEM)
C -9.3277 25.0342 -20.8395
C -10.0139 24.5781 -19.5488
O -10.5802 25.7263 -18.9265
C -11.7168 26.2906 -19.2253
O -12.4576 25.9991 -20.1086
C -11.9453 27.4459 -18.1994
F -13.0213 27.0499 -17.5155
F -10.9950 27.6346 -17.3042
F -12.1535 28.5656 -18.8784
H -8.3920 25.5575 -20.6759
H -10.0640 25.4318 -21.5338
H -9.0260 24.0878 -21.3094
H -9.2992 24.2330 -18.8058
H -10.7355 23.7937 -19.7789
C -10.3815 24.7653 -24.5615
C -9.9168 23.3900 -25.0114
O -8.7373 22.9603 -24.3085
C -8.8691 22.0225 -23.3817
O -9.8962 21.5841 -22.9665
C -7.4882 21.4957 -22.9306
F -7.4717 21.2535 -21.6257
F -7.2618 20.3595 -23.5857
F -6.5351 22.3852 -23.1827
H -10.9896 24.6662 -23.6582
H -11.1221 25.0153 -25.3284
H -9.6420 25.5533 -24.4757
H -9.5164 23.6395 -26.0010
H -10.6140 22.5850 -25.2272
C -4.8346 32.5185 -23.1510
C -5.7259 31.3846 -23.6476
O -6.7088 31.8623 -24.5528
C -6.3663 32.2899 -25.7418
O -5.2801 32.1152 -26.2183
C -7.4732 33.0535 -26.5067
F -8.6620 32.5953 -26.1213
F -7.3314 34.3469 -26.2554
F -7.3903 32.8823 -27.8122
H -3.9223 32.0786 -22.7346
H -5.2742 33.0506 -22.3086
H -4.4559 33.2076 -23.9040
H -6.2184 31.0155 -22.7489
H -5.2015 30.5267 -24.0656
C -7.0930 23.8014 -31.7600
C -8.5318 23.4163 -31.3688
O -9.0712 24.4465 -30.5222
C -10.2856 24.3977 -30.0467
O -11.1575 23.6420 -30.3804
C -10.5439 25.4617 -28.9554
F -9.6528 25.2831 -27.9752
F -10.3833 26.6634 -29.5092
F -11.7511 25.3218 -28.4664
H -6.7737 23.0768 -32.5026
H -6.4348 23.8600 -30.8952
H -7.1442 24.8243 -32.1354
H -8.5068 22.4971 -30.7861
H -9.1816 23.4635 -32.2423
C -3.8279 28.7678 -26.2326
C -2.4048 29.2017 -26.3420
O -1.6863 28.7950 -25.1742
C -0.4568 29.2251 -25.0062
O 0.0754 30.0279 -25.7201
C 0.1762 28.8651 -23.6354
F 1.2071 28.0476 -23.8496
F 0.5897 29.9553 -22.9980
F -0.7053 28.2633 -22.8391
H -4.3531 29.0080 -27.1604
H -4.3806 29.4399 -25.5713
H -3.9489 27.7375 -25.9102
H -2.2775 30.2823 -26.4801
H -1.8469 28.8947 -27.2344
C -8.2088 21.6118 -13.9043
C -7.0002 22.1933 -14.6194
O -6.8143 21.6789 -15.9253
C -7.5046 22.1877 -16.9290
O -8.4206 22.9475 -16.8413
C -7.0197 21.6731 -18.2876
F -7.8757 20.7315 -18.6707
F -6.8862 22.6274 -19.1854
F -5.8114 21.0987 -18.1917
H -8.2151 21.9672 -12.8722
H -8.1141 20.5304 -13.8269
H -9.1074 21.9759 -14.3974
H -6.0776 21.9358 -14.0929
H -6.9757 23.2871 -14.6457
C -4.0203 28.8098 -19.8568
C -3.2691 29.9827 -20.4716
O -1.8629 29.7483 -20.3382
C -1.1024 30.7842 -19.9505
O -1.5273 31.8587 -19.6206
O 0.1417 30.4056 -20.0383
C 1.2270 31.2996 -19.8846
H -3.7731 28.6051 -18.8179
H -3.6982 27.9487 -20.4457
H -5.0806 28.9763 -20.0448
H -3.5701 30.9655 -20.1093
H -3.5134 30.0196 -21.5361
H 1.4400 31.8863 -20.7801
H 2.0914 30.7137 -19.5973
H 0.9780 32.0682 -19.1492
C -8.9787 28.1772 -25.6265
C -7.8939 28.5347 -24.6269
O -7.5210 27.2950 -23.9987
C -6.5733 27.2774 -23.0614
O -5.9348 28.2001 -22.6548
O -6.5702 26.0165 -22.6197
C -5.7868 25.6659 -21.4769
H -9.9250 27.8923 -25.1653
H -8.8647 27.4192 -26.4029
H -9.1518 29.0965 -26.1953
H -8.2035 29.2682 -23.8838
H -7.0064 28.9067 -25.1454
H -4.7269 25.6288 -21.7321
H -6.1247 24.6864 -21.1562
H -5.8977 26.4243 -20.7012
C -12.7707 32.1999 -26.7076
C -12.8420 32.1032 -25.1984
O -11.9780 31.0427 -24.7808
C -12.1811 30.2404 -23.7500
O -11.7565 29.1272 -23.6693
O -12.9897 30.8234 -22.8616
C -13.1321 30.1908 -21.5898
H -11.9426 32.8665 -26.9536
H -13.6590 32.7624 -27.0048
H -12.7297 31.2255 -27.1799
H -13.8828 31.9197 -24.9187
H -12.5317 33.0004 -24.6609
H -13.3885 30.9586 -20.8656
H -12.1952 29.7171 -21.3125
H -13.9062 29.4275 -21.6634
C -10.1026 31.5632 -21.1031
C -9.5233 30.2096 -20.6922
O -9.5271 30.1413 -19.2874
C -8.5865 29.4076 -18.6877
O -7.8372 28.6868 -19.2979
O -8.5741 29.6727 -17.3935
C -7.4440 29.3059 -16.6166
H -11.1597 31.6581 -20.8665
H -9.9479 31.7520 -22.1670
H -9.5973 32.3916 -20.6013
H -8.5694 30.1479 -21.2163
H -10.1742 29.4326 -21.1000
H -7.6621 29.7570 -15.6540
H -6.5293 29.7258 -17.0429
H -7.1952 28.2491 -16.5089

Cartesian forces (eV/Å) of the 3 atoms listed first:
C -0.074 -2.081 0.124
C 0.621 0.439 -1.061
O 0.330 0.178 1.396

Mulliken population analysis, charges in e, atoms 1 to 6:
1. C 0.14
2. C -0.33
3. O -0.25
4. C 0.41
5. O -0.60
6. C 0.87